No. 1
# C4H3NO3

The molecule C4H3NO3 in a non-equilibrium geometry (ωB97M-V/def2-TZVPD, OMol25).

```
11
Properties=species:S:1:pos:R:3:forces:R:3:nbo_charge:R:1
N 3.243059 -1.910952 -1.059357 -8.5 5.5 2.1 -0.22
C 2.206259 -1.238215 -0.779235 6.8 -4.0 -1.2 0.16
C 1.132878 -0.380836 -0.014000 0.7 0.0 3.2 0.42
O 1.366291 -0.102094 1.176074 -0.6 -1.0 -4.0 -0.41
C -0.267574 -0.062483 -0.676830 -1.6 -0.4 -4.0 0.47
O -0.511429 -0.452480 -1.830069 1.5 0.5 2.7 -0.47
C -1.466664 0.597304 0.059639 6.2 -0.4 4.2 -0.12
O -0.929283 1.526750 1.052571 -0.9 1.2 -2.2 -0.74
H -2.215444 1.020201 -0.460361 -2.0 1.5 -2.4 0.22
H -1.783307 -0.228537 0.596094 -1.5 -1.9 1.0 0.20
H -0.774786 1.231344 1.935475 -0.1 -1.1 0.5 0.49
```
Forces are in eV/Å.

The calculation puts the LUMO energy at -2.001 eV. The energy above the lowest of the compared OMol25 structures with the same formula, charge and spin comes out at 4.148 eV. The energy is -434.5749 hartree. The value obtained for the HOMO energy is -10.584 eV. The multiplicity is 1. The SMILES is N#CC(=O)C(=O)CO.

No. 2
# C3H5NO

The molecule C3H5NO (ωB97M-V/def2-TZVPD, OMol25).

```
10
Properties=species:S:1:pos:R:3:forces:R:3:nbo_charge:R:1
O -0.631096 0.331120 1.886517 0.1 0.0 -0.4 -0.59
C -0.175927 0.380520 0.765504 0.0 0.2 0.2 0.70
C -0.724112 -0.553581 -0.358043 0.0 -0.2 0.0 -0.69
C 0.431771 -0.968050 -1.173572 -0.2 -0.1 0.2 -0.04
N 0.795912 1.225186 0.347940 0.0 0.0 0.1 -0.83
H -1.362542 -1.298647 0.128591 0.1 0.1 -0.1 0.22
H -1.347048 0.117232 -0.972583 0.1 0.0 0.1 0.28
H 0.523196 -2.070067 -1.115039 -0.1 0.1 -0.1 0.11
H 1.229081 1.045446 -0.549956 -0.1 0.0 0.1 0.42
H 1.260765 1.790842 1.040639 -0.1 0.0 -0.1 0.41
```
Forces are in eV/Å.

The calculation puts the LUMO energy at -0.848 eV. The energy above the lowest of the compared OMol25 structures with the same formula, charge and spin comes out at 3.439 eV. The energy is -247.1808 hartree. The value obtained for the HOMO energy is -9.270 eV. The multiplicity is 1.

No. 3
# C3H6N2O

The molecule C3H6N2O in a non-equilibrium geometry (ωB97M-V/def2-TZVPD, OMol25).

```
12
Properties=species:S:1:pos:R:3:forces:R:3:nbo_charge:R:1
C -0.945289 -0.704400 -1.154143 0.8 0.2 0.3 -0.52
C -0.070433 0.072622 -0.490096 0.9 -0.2 -3.0 0.10
N 0.099182 1.420168 -0.734171 0.0 0.3 0.0 -0.81
C 0.983542 -0.538240 0.407362 -4.4 -0.5 2.1 0.65
N 0.376685 -0.234493 1.651066 2.0 -1.0 1.1 -0.85
O 1.728980 -1.460177 0.224146 0.7 0.8 -0.1 -0.54
H -1.016549 -1.754799 -0.937683 0.2 -0.2 0.0 0.21
H -1.450877 -0.342657 -2.035826 -0.5 0.3 0.2 0.20
H 0.588511 1.963637 -0.039331 -0.1 0.0 -0.2 0.38
H -0.652409 1.888836 -1.216711 0.1 0.1 0.2 0.39
H 0.618734 -0.818471 2.437399 0.3 0.1 0.1 0.39
H -0.260076 0.507975 1.887991 0.1 0.1 -0.7 0.40
```
Forces are in eV/Å.

The calculation puts the LUMO energy at 0.727 eV. The energy above the lowest of the compared OMol25 structures with the same formula, charge and spin comes out at 1.780 eV. The energy is -302.6277 hartree. The value obtained for the HOMO energy is -8.262 eV. The multiplicity is 1. The SMILES is C=C(N)C(N)=O.

No. 4
# C26H30N7O10S2Sn

A structure of composition C26H30N7O10S2Sn (ωB97M-V/def2-TZVPD, OMol25).

```
76
Properties=species:S:1:pos:R:3:forces:R:3:mulliken_charge:R:1
Sn -0.702787 -0.051866 0.104496 0.0 -0.1 0.0 2.48
C 1.716769 2.692921 -4.121831 0.0 0.0 0.0 -0.88
N 0.357971 2.760970 -3.611333 0.0 0.0 0.0 0.19
C -0.115370 4.077836 -3.234848 0.0 0.0 0.0 -1.11
C -0.311585 1.672336 -3.146344 0.1 0.0 0.0 0.53
O -1.391134 1.737044 -2.588161 0.0 0.0 0.0 -0.66
C 0.358926 0.318702 -3.388845 0.2 0.0 -0.1 -0.88
O -0.154834 -0.612802 -2.478440 -0.2 0.0 0.1 -0.10
C -0.700660 -1.810845 -2.956007 0.1 0.0 0.0 -0.84
C -1.886319 -2.181078 -2.073190 0.0 -0.1 0.0 0.38
O -2.363971 -1.354568 -1.297946 0.0 0.0 0.1 -0.80
N -2.389987 -3.417683 -2.209879 0.0 0.1 0.0 0.25
C -3.447154 -3.830190 -1.295030 0.0 0.0 0.0 -0.95
C -1.704126 -4.457371 -2.963585 0.0 0.0 0.0 -0.91
H 1.919116 3.609907 -4.674172 0.0 0.0 0.0 0.35
H 1.844580 1.862061 -4.813094 0.0 0.0 0.0 0.31
H 2.456936 2.603174 -3.321500 0.0 0.0 0.0 0.24
H -0.190740 4.720924 -4.114739 0.0 0.0 0.0 0.31
H 0.574204 4.538465 -2.521086 0.0 0.0 0.0 0.37
H -1.091703 3.977718 -2.771276 0.0 0.0 0.0 0.33
H 1.434313 0.392410 -3.226832 0.0 0.0 -0.1 0.41
H 0.189688 0.010622 -4.427830 -0.1 0.0 0.0 0.50
H 0.054132 -2.601024 -2.922872 0.0 0.0 0.0 0.40
H -1.066092 -1.699034 -3.984846 0.0 0.0 0.0 0.63
H -4.056744 -2.967150 -1.044914 0.0 0.0 0.0 0.26
H -3.016507 -4.232450 -0.377289 0.0 0.0 0.0 0.30
H -4.060446 -4.584209 -1.788393 0.0 0.0 0.0 0.38
H -1.436559 -4.106425 -3.960403 0.0 0.0 0.0 0.33
H -2.390519 -5.293196 -3.082651 0.0 0.0 0.0 0.31
H -0.808032 -4.803251 -2.442870 0.0 0.0 0.0 0.28
O -0.925491 -1.324322 2.290266 0.1 0.0 0.0 -0.73
S 0.410821 -1.005829 2.816342 -0.1 0.0 -0.1 1.42
O 0.416144 -0.605958 4.201979 0.0 0.0 0.0 -0.66
O 1.067590 -0.055109 1.901500 0.0 -0.1 0.0 -0.42
C 1.405696 -2.503152 2.755894 0.0 0.0 0.1 -0.25
C 2.277736 -2.660119 3.826292 0.0 0.0 0.0 -0.72
C 3.149725 -3.736046 3.884243 0.0 0.0 0.0 -0.63
C 3.154778 -4.672826 2.866442 0.0 0.0 0.0 -0.56
C 2.284623 -4.528736 1.797107 0.0 0.0 0.0 -0.66
C 1.408143 -3.454139 1.731228 0.0 0.0 0.0 -0.57
S 0.330559 -3.428174 0.300543 0.0 -0.1 0.0 1.96
O -0.978691 -3.846103 0.737217 0.0 0.0 0.0 -0.78
O 0.948953 -4.293398 -0.684163 0.0 0.0 0.0 -0.81
O 0.379182 -2.017205 -0.162733 -0.1 0.3 -0.2 -0.77
H 2.257066 -1.921787 4.614667 0.0 0.0 0.0 0.53
H 3.825400 -3.834314 4.724366 0.0 0.0 0.0 0.37
H 3.835787 -5.513803 2.897973 0.0 0.0 0.0 0.38
H 2.278766 -5.238003 0.981711 0.0 0.0 0.0 0.51
C -4.730409 2.653381 0.982038 0.0 0.0 0.0 -1.50
C -3.675380 1.811925 1.659110 0.1 0.1 -0.1 0.76
O -3.239413 0.791507 1.154608 -0.1 0.0 0.0 -0.58
N -3.248120 2.276795 2.862809 -0.1 -0.1 0.1 -0.12
C -2.043068 1.743793 3.458868 0.0 0.0 0.0 -0.50
C -0.789839 2.436139 2.969343 0.0 0.0 0.0 0.70
C 0.364283 2.437866 3.741578 0.0 0.1 0.0 -0.67
C 1.513042 3.004090 3.219486 0.0 0.0 0.0 -0.50
C 1.467539 3.567809 1.954291 0.0 0.0 -0.1 -0.47
C 0.267397 3.527766 1.265844 0.0 0.0 0.0 -0.58
N -0.843382 2.975222 1.752603 0.0 0.0 0.0 -0.10
H -5.148529 2.088810 0.154129 0.0 0.0 0.0 0.34
H -4.262660 3.559302 0.592408 0.0 0.0 0.0 0.33
H -5.520262 2.940428 1.677228 0.0 0.0 0.0 0.38
H -3.504689 3.220913 3.098128 0.0 0.0 0.0 0.26
H -1.998697 0.687448 3.191025 0.0 0.0 0.0 0.10
H -2.106452 1.797841 4.546231 0.0 0.0 0.0 0.32
H 0.366053 1.952763 4.708239 0.0 0.0 0.0 0.26
H 2.439857 2.987655 3.778231 0.0 0.0 0.0 0.41
H 2.350722 3.994346 1.499839 0.0 0.0 0.1 0.79
H 0.191744 3.937431 0.264278 0.0 0.0 0.0 0.32
N 1.385240 1.305492 -0.891095 0.2 0.0 0.1 0.11
C 2.516714 1.530814 -0.766514 -0.1 0.1 0.0 0.03
C 3.873243 1.850236 -0.703304 0.0 0.0 0.0 0.07
C 4.365235 2.676715 0.329924 0.1 -0.1 0.0 0.19
N 4.772120 3.361123 1.167932 0.0 0.0 0.0 -0.63
C 4.707301 1.434180 -1.764592 0.1 0.1 0.0 -0.08
N 5.382253 1.115304 -2.647812 -0.1 0.0 0.0 -0.62
```
Forces are in eV/Å.

The calculation puts the LUMO energy at 2.472 eV. The energy above the lowest of the compared OMol25 structures with the same formula, charge and spin comes out at 0.000 eV. The energy is -3155.3142 hartree. The value obtained for the HOMO energy is -5.291 eV. The multiplicity is 1. Its charge is -1.